No. 1
Density functional theory data (the ωB97M-V functional and the def2-TZVPD basis) for a 11-piece molecular cluster, C26H63BF4N4O6 overall.

The geometry in XYZ format:
```
104
Properties=species:S:1:pos:R:3:forces:R:3
C -1.70056 4.30938 -3.17872 -3.52 0.97 2.82
C -1.33787 2.89607 -3.05385 1.50 -4.45 0.43
C -0.35077 2.44363 -4.19492 -1.10 -1.93 2.23
N 0.46006 1.14732 -3.92910 -0.59 1.25 -0.04
C -0.40979 0.00095 -3.73595 -2.64 -1.10 0.25
C 1.38554 1.35983 -2.77259 0.82 1.28 2.25
C 2.67349 0.51051 -3.04920 0.83 0.23 1.23
C 2.53895 0.06441 -4.54426 2.74 0.80 -0.56
C 1.35783 0.89355 -5.13752 0.45 -3.85 1.93
H -2.63243 4.42228 -3.77403 1.38 0.33 -0.96
H -0.83003 4.94429 -3.29553 -0.40 0.45 -0.35
H -2.32041 4.60064 -2.20782 1.95 -0.31 -1.27
H -2.13985 2.15243 -3.17107 -0.61 0.83 -0.14
H -0.99070 2.47639 -2.03727 0.24 1.45 -1.27
H 0.28815 3.19155 -4.49632 1.91 1.60 -0.28
H -0.88860 2.17094 -5.04375 -1.25 -0.27 -1.56
H -1.14561 0.07816 -2.84133 1.77 0.08 -1.17
H 0.24270 -0.88315 -3.64650 -0.61 0.23 0.07
H -1.10474 -0.06664 -4.62575 0.97 -0.20 0.76
H 0.96828 1.30951 -1.62872 0.50 -0.48 -3.31
H 1.49421 2.44171 -2.92051 1.09 -0.19 0.65
H 2.69239 -0.37613 -2.40106 -0.37 0.07 -0.25
H 3.69069 1.01206 -2.65619 -2.41 -0.53 -1.50
H 2.34782 -1.00195 -4.66277 -0.07 0.03 0.36
H 3.60994 0.20496 -5.08877 -2.79 0.02 0.91
H 0.86184 0.24438 -5.86776 -0.29 0.79 0.05
H 1.73543 1.76599 -5.48841 0.57 2.80 -1.20
B -0.25282 -0.44924 0.38921 2.17 -1.45 1.53
F 0.78248 0.47927 0.63929 -0.10 0.24 -0.19
F 0.21480 -1.29815 -0.65708 -0.77 0.32 0.33
F -0.47726 -1.14169 1.60916 0.05 -0.14 -0.83
F -1.41196 0.18032 0.08063 -0.65 0.52 -1.27
C -0.28067 1.70812 3.67186 -2.67 -2.46 0.53
C -0.66470 1.02106 4.99384 -0.34 -1.57 4.10
N -0.91184 0.52803 6.06873 1.17 2.52 -5.69
H -0.01658 2.70716 3.86960 -0.15 1.39 0.24
H 0.60937 1.24532 3.26017 -0.20 -0.45 -0.21
H -1.24254 1.58100 3.00491 2.16 0.55 0.98
C 0.25416 -4.70208 -0.27511 -1.41 -3.80 2.31
C -0.10951 -6.01072 0.50823 1.90 5.68 -3.32
N -0.58371 -6.90435 0.97103 -1.80 -4.18 2.26
H 0.42903 -4.00738 0.52612 0.18 0.91 -0.52
H 1.02256 -5.02416 -0.89428 2.25 0.20 -0.68
H -0.55290 -4.66561 -0.96958 -1.06 1.14 -0.05
C -4.01821 -1.95189 2.30289 1.07 -3.75 0.93
C -4.08949 -3.23939 3.31510 -0.68 1.61 -3.01
N -4.15529 -4.22366 3.91602 0.18 0.93 -0.22
H -3.24120 -2.04437 1.56279 0.89 -1.18 0.11
H -4.74116 -1.59121 1.61334 -1.96 -0.23 0.53
H -3.60723 -1.25710 2.91981 0.53 2.62 1.74
C 4.75088 -1.91039 -0.19786 -0.86 -2.07 -0.81
C 3.23146 -1.82747 -0.12736 0.62 4.67 -1.37
O 2.71637 -2.50469 -1.21789 -2.63 0.09 -1.35
H 5.11560 -2.91968 0.14136 -0.57 0.43 -1.21
H 5.38395 -1.35775 0.37544 0.77 2.41 2.52
H 5.09786 -1.57597 -1.16980 -0.12 -0.82 -0.63
H 2.73677 -0.69424 -0.10974 1.85 -2.14 -0.32
H 2.81029 -2.15571 0.72907 -0.93 -1.67 3.16
H 1.74571 -2.20662 -1.25211 1.95 -0.94 0.06
C -4.47385 -2.82688 -1.91133 -0.10 3.16 -1.67
C -3.28548 -2.13383 -1.34157 -0.59 0.67 -1.06
O -3.71791 -0.89844 -0.76091 3.05 -0.04 1.32
H -4.99259 -3.23795 -1.14015 -2.46 -0.72 1.99
H -4.04179 -3.62196 -2.38047 0.70 -2.42 -1.98
H -5.04345 -2.13996 -2.66974 0.86 -1.42 1.66
H -2.60452 -2.12849 -2.22786 0.31 1.13 0.74
H -2.81263 -2.72334 -0.58358 0.37 -0.65 0.47
H -2.93099 -0.70766 -0.11888 -2.49 0.17 -1.77
C 1.09777 5.45595 0.40037 0.27 0.77 4.04
C 0.88411 4.07581 1.03987 7.36 0.43 -2.03
O 1.36606 3.10628 0.09265 0.04 -3.01 -1.04
H 0.65055 5.45806 -0.60909 0.18 0.75 0.68
H 2.21571 5.76184 0.50398 -1.94 -0.75 -0.88
H 0.63097 6.10592 1.35121 0.58 -0.82 -3.17
H -0.01198 3.79565 1.23657 -6.20 -0.97 1.72
H 1.57217 4.01330 1.90327 -0.67 0.10 0.15
H 1.15871 2.07444 0.22567 0.32 3.63 0.58
C 0.67254 -4.95939 4.36269 -0.53 -2.00 -1.56
C 0.03726 -3.97701 3.43491 1.10 -3.91 -1.73
O 0.98972 -3.24376 2.78319 1.64 0.49 -0.22
H 1.65309 -5.41970 4.06047 -1.27 0.00 -1.07
H -0.12534 -5.75156 4.49133 1.32 0.75 0.92
H 1.10609 -4.43503 5.13748 -0.24 0.99 2.80
H -0.72720 -3.44138 3.79130 -2.29 2.87 2.89
H -0.62400 -4.46785 2.70999 0.51 -1.05 -0.62
H 0.42086 -2.68629 2.29921 -0.19 2.01 -1.35
C -3.73434 4.15474 0.42111 -1.94 -2.30 -2.33
C -3.00560 2.88826 -0.04892 -2.98 0.52 1.40
O -3.01208 1.95459 1.04017 2.71 -1.33 -1.80
H -4.71707 3.92578 0.86511 0.17 0.22 -0.70
H -3.69432 4.94777 -0.30948 -0.48 0.16 -0.34
H -3.15496 4.40992 1.17015 2.68 1.94 4.07
H -2.09845 3.20721 -0.39725 3.18 0.56 -0.09
H -3.44980 2.58205 -0.96062 -1.06 -1.38 -0.81
H -2.24252 1.27595 0.78673 -2.75 2.21 1.12
C 3.65611 1.38483 3.78266 3.00 -1.68 -4.31
C 3.39905 -0.04826 3.20754 0.63 1.77 4.58
O 4.56205 -0.78984 3.49592 0.32 -0.55 -1.49
H 2.99042 2.07997 3.41895 -2.35 1.45 0.27
H 4.59509 1.85189 3.24642 -1.16 -1.37 1.04
H 3.88762 1.22241 4.75725 0.20 0.54 3.10
H 2.95765 0.06191 2.31017 -0.28 -0.23 -4.19
H 2.64037 -0.57310 3.75965 -0.96 0.24 0.72
H 4.31669 -1.68277 3.22574 0.49 -0.21 0.21
```
Positions in Å, forces in eV/Å.

Output
2S+1: 1
F_max: 0.1488 Eh/bohr
energy above the lowest of the compared OMol25 structures with the same formula, charge and spin: 0.000 eV
charge: 0
E_LUMO: -0.53 eV
frontier orbital gap: 0.3216 hartree

Atom charges from the Löwdin analysis, given in e for atoms 1 to 99: atom 1 (C): -0.0929, atom 2 (C): -0.2524, atom 3 (C): -0.0845, atom 4 (N): -0.2869, atom 5 (C): -0.0052, atom 6 (C): -0.0950, atom 7 (C): -0.1257, atom 8 (C): -0.1397, atom 9 (C): -0.0752, atom 10 (H): 0.0975, atom 11 (H): 0.0830, atom 12 (H): 0.1057, atom 13 (H): 0.1097, atom 14 (H): 0.1175, atom 15 (H): 0.0989, atom 16 (H): 0.1096, atom 17 (H): 0.1351, atom 18 (H): 0.1178, atom 19 (H): 0.1295, atom 20 (H): 0.1623, atom 21 (H): 0.1236, atom 22 (H): 0.0679, atom 23 (H): 0.1695, atom 24 (H): 0.0974, atom 25 (H): 0.1651, atom 26 (H): 0.1418, atom 27 (H): 0.0956, atom 28 (B): -1.2541, atom 29 (F): 0.0921, atom 30 (F): 0.1030, atom 31 (F): 0.1225, atom 32 (F): 0.1575, atom 33 (C): -0.0541, atom 34 (C): -0.2238, atom 35 (N): 0.0931, atom 36 (H): 0.0456, atom 37 (H): 0.0450, atom 38 (H): 0.1095, atom 39 (C): -0.0083, atom 40 (C): -0.2590, atom 41 (N): 0.1219, atom 42 (H): 0.0470, atom 43 (H): 0.0452, atom 44 (H): 0.0628, atom 45 (C): -0.0059, atom 46 (C): -0.1818, atom 47 (N): 0.0940, atom 48 (H): 0.0251, atom 49 (H): 0.0622, atom 50 (H): 0.0194, atom 51 (C): -0.0566, atom 52 (C): -0.3471, atom 53 (O): -0.1089, atom 54 (H): 0.1048, atom 55 (H): 0.0249, atom 56 (H): 0.0714, atom 57 (H): 0.1450, atom 58 (H): 0.0571, atom 59 (H): 0.0855, atom 60 (C): -0.0791, atom 61 (C): -0.3504, atom 62 (O): -0.1035, atom 63 (H): 0.0429, atom 64 (H): 0.0394, atom 65 (H): 0.1356, atom 66 (H): 0.1092, atom 67 (H): 0.0993, atom 68 (H): 0.0827, atom 69 (C): -0.0782, atom 70 (C): -0.3326, atom 71 (O): -0.1601, atom 72 (H): 0.0590, atom 73 (H): 0.0961, atom 74 (H): 0.1353, atom 75 (H): 0.0280, atom 76 (H): 0.1115, atom 77 (H): 0.0969, atom 78 (C): -0.0607, atom 79 (C): -0.3767, atom 80 (O): -0.0483, atom 81 (H): 0.0934, atom 82 (H): 0.1092, atom 83 (H): 0.0390, atom 84 (H): 0.0720, atom 85 (H): 0.0950, atom 86 (H): 0.0150, atom 87 (C): -0.0509, atom 88 (C): -0.3288, atom 89 (O): -0.0952, atom 90 (H): 0.0977, atom 91 (H): 0.0686, atom 92 (H): 0.0100, atom 93 (H): 0.0437, atom 94 (H): 0.0924, atom 95 (H): 0.0868, atom 96 (C): -0.0403, atom 97 (C): -0.3094, atom 98 (O): -0.0591, atom 99 (H): 0.0151


No. 2
Density functional theory data (the ωB97M-V functional and the def2-TZVPD basis) for a 9-piece molecular cluster, C18H54O18 overall.

The geometry in XYZ format:
```
90
Properties=species:S:1:pos:R:3:forces:R:3
O 1.38995 -3.46495 -1.46281 -1.24 1.41 -1.14
C 1.83534 -4.18288 -0.37675 0.32 -1.47 0.70
C 0.90324 -4.05719 0.86126 1.68 -0.68 -1.07
O -0.37544 -4.52881 0.53106 0.18 0.27 0.38
H 2.06377 -2.87918 -1.81558 0.44 0.01 0.12
H 1.81231 -5.22650 -0.69046 -0.18 -0.38 0.25
H 2.89978 -4.00045 -0.22916 0.04 0.38 0.68
H 0.96449 -3.02698 1.21195 -0.47 0.17 0.23
H 1.31991 -4.72171 1.61815 0.06 0.12 0.24
H -0.90597 -3.74227 0.38444 -0.56 -0.07 -0.35
O -1.95867 3.08939 0.28551 -0.71 0.36 0.39
C -3.04204 2.65181 -0.48441 -0.42 -1.14 -1.34
C -4.02460 1.68492 0.28132 1.41 0.30 -2.32
O -4.66519 2.33448 1.29419 -0.60 0.93 1.68
H -2.40106 3.67467 0.90465 0.67 0.24 0.63
H -3.46735 3.53102 -0.96834 -1.08 0.28 0.59
H -2.64874 2.22311 -1.40617 0.28 -0.93 0.28
H -3.47753 0.83311 0.68536 0.21 0.17 0.12
H -4.74918 1.28147 -0.42600 -0.02 -0.10 -0.38
H -5.12248 3.08585 0.90957 -0.26 0.10 0.12
O 3.93592 -1.83737 -2.00298 -0.35 -0.57 -0.42
C 3.46808 -1.00081 -3.08565 0.22 0.11 1.29
C 4.36318 0.21479 -3.20275 -1.01 0.37 -2.08
O 4.00553 1.24514 -2.32732 1.35 -0.17 1.86
H 3.79128 -1.36942 -1.17732 0.11 0.29 0.08
H 3.40180 -1.61497 -3.98371 0.23 0.02 0.08
H 2.47527 -0.65940 -2.79265 -0.33 0.12 -0.43
H 4.29724 0.61598 -4.21409 -0.33 -0.06 -0.47
H 5.40684 -0.09936 -3.18950 0.10 0.28 1.05
H 3.19607 1.72178 -2.52525 -0.11 -0.37 -0.97
O 1.83545 2.30111 -3.87172 -0.29 0.11 0.40
C 0.51084 2.38948 -3.30882 -0.10 0.87 -0.28
C 0.44946 3.34117 -2.12182 0.75 -0.04 -0.10
O 0.35146 4.75389 -2.40706 -0.31 -1.12 -0.10
H 1.81769 2.44045 -4.82139 -0.10 -0.01 0.06
H -0.18621 2.78516 -4.04750 -0.10 -0.22 -0.22
H 0.17331 1.41136 -2.96612 0.12 -0.18 -0.08
H 1.36450 3.19074 -1.54895 0.00 -0.19 0.37
H -0.38564 2.99003 -1.51569 -0.07 0.63 0.02
H 1.24262 5.03906 -2.62184 0.04 0.13 -0.06
O -0.22231 0.86292 5.77146 0.54 0.16 -0.44
C -1.29780 1.04834 4.85939 -0.05 0.15 0.67
C -2.51069 0.95382 5.75905 -0.52 0.29 -0.46
O -3.78164 1.04078 5.06741 0.90 -0.65 0.87
H -0.11184 1.72658 6.17578 0.41 -0.07 0.25
H -1.25022 2.04792 4.42735 0.06 0.06 -0.38
H -1.22522 0.31417 4.05699 -0.16 -0.13 0.17
H -2.37996 1.72584 6.51732 -0.36 0.68 -0.13
H -2.37000 0.08635 6.40386 -0.83 -0.65 -0.64
H -3.78018 1.84768 4.54730 0.04 0.12 -0.03
O -1.22571 -3.57871 -2.65956 -0.61 -0.12 -0.86
C -0.87311 -3.05819 -3.94190 1.12 1.89 0.79
C -2.11106 -2.72997 -4.71984 1.33 -0.06 0.61
O -2.71909 -3.92318 -5.06853 -1.35 -0.39 -0.45
H -0.61245 -3.27177 -1.98776 0.62 -0.22 -0.10
H -0.39754 -2.08291 -3.83823 0.22 0.48 0.56
H -0.08195 -3.57587 -4.48429 -0.46 -1.01 -0.02
H -1.84461 -2.11735 -5.58113 -0.22 -0.19 -0.22
H -2.70124 -2.14767 -4.01224 -0.44 0.29 -0.22
H -3.13339 -4.16815 -4.23791 -0.19 -0.74 -0.09
O -4.05619 -3.74790 1.46834 0.03 0.34 -0.31
C -3.12886 -3.17502 2.35670 1.60 -0.93 0.08
C -2.24157 -2.08383 1.67659 -0.77 0.21 1.31
O -1.91816 -2.32086 0.31320 -0.31 0.40 0.25
H -4.72114 -3.05721 1.41939 -0.60 -0.28 -0.34
H -3.67697 -2.92337 3.26464 0.33 1.03 0.05
H -2.40858 -3.91334 2.70910 -0.31 -0.64 -0.38
H -1.27585 -2.00957 2.17657 -0.11 -0.10 0.18
H -2.77156 -1.15234 1.87539 0.16 0.55 -0.69
H -2.71016 -2.27413 -0.22732 -0.27 -0.38 -0.12
O 5.45317 2.28694 2.91079 0.75 0.38 -0.36
C 4.75605 3.46796 2.47500 -0.86 -1.85 0.17
C 3.44069 3.03702 1.80811 -0.47 -0.21 -0.16
O 2.37326 2.78425 2.71387 0.47 0.91 0.95
H 4.88484 1.74975 3.46759 -0.28 0.22 0.03
H 4.62867 4.09371 3.35835 -0.43 0.38 -0.25
H 5.34280 3.98766 1.71753 0.31 -0.23 0.22
H 3.48085 2.07268 1.30162 1.31 0.06 -0.50
H 3.19275 3.76108 1.03199 -0.38 0.40 0.09
H 1.60470 2.57863 2.17662 -0.50 0.06 -0.23
O 0.24566 2.01241 1.04003 1.54 -1.17 0.13
C 0.40119 0.57128 1.14855 -1.09 0.96 -0.17
C 0.67676 -0.17594 -0.17066 0.44 1.56 0.17
O -0.44811 -0.24300 -1.03714 0.17 -0.04 0.32
H -0.53982 2.29782 0.56765 -0.48 -0.19 -0.03
H 1.15144 0.47543 1.93343 0.30 -0.46 -0.33
H -0.53718 0.19076 1.55198 -0.15 -0.28 0.17
H 1.14085 -1.13926 0.04085 -0.18 -0.19 -0.14
H 1.37045 0.44767 -0.73458 0.50 -0.12 0.10
H -0.94524 -1.01763 -0.76434 -0.36 -0.24 0.11
```
Positions in Å, forces in eV/Å.

Output
2S+1: 1
F_max: 0.0532 Eh/bohr
energy above the lowest of the compared OMol25 structures with the same formula, charge and spin: 2.408 eV
charge: 0
E_LUMO: -0.04 eV
frontier orbital gap: 0.3532 hartree
structure (SMILES): OCCO.OCCO.OCCO.OCCO.OCCO.OCCO.OCCO.OCCO.OCCO

Löwdin analysis output, partial charges in e: atom 1 (O): -0.0675, atom 2 (C): -0.2453, atom 3 (C): -0.2315, atom 4 (O): -0.0421, atom 5 (H): 0.0561, atom 6 (H): 0.1191, atom 7 (H): 0.1201, atom 8 (H): 0.1000, atom 9 (H): 0.1166, atom 10 (H): 0.0193, atom 11 (O): -0.0698, atom 12 (C): -0.2113, atom 13 (C): -0.2463, atom 14 (O): -0.0399, atom 15 (H): 0.1137, atom 16 (H): 0.1243, atom 17 (H): 0.1144, atom 18 (H): 0.1071, atom 19 (H): 0.1176, atom 20 (H): 0.0990, atom 21 (O): -0.0823, atom 22 (C): -0.2059, atom 23 (C): -0.2587, atom 24 (O): -0.0654, atom 25 (H): 0.0840, atom 26 (H): 0.1272, atom 27 (H): 0.1048, atom 28 (H): 0.1095, atom 29 (H): 0.1272, atom 30 (H): 0.0416, atom 31 (O): -0.0755, atom 32 (C): -0.2013, atom 33 (C): -0.2207, atom 34 (O): -0.0509, atom 35 (H): 0.0958, atom 36 (H): 0.1251, atom 37 (H): 0.1015, atom 38 (H): 0.1159, atom 39 (H): 0.0883, atom 40 (H): 0.0806, atom 41 (O): -0.0657, atom 42 (C): -0.2512, atom 43 (C): -0.2416, atom 44 (O): -0.0631, atom 45 (H): 0.0870, atom 46 (H): 0.1210, atom 47 (H): 0.1089, atom 48 (H): 0.1140, atom 49 (H): 0.1236, atom 50 (H): 0.0711, atom 51 (O): -0.0611, atom 52 (C): -0.2580, atom 53 (C): -0.2864, atom 54 (O): -0.0371, atom 55 (H): 0.0332, atom 56 (H): 0.1035, atom 57 (H): 0.1232, atom 58 (H): 0.1225, atom 59 (H): 0.1174, atom 60 (H): 0.0870, atom 61 (O): -0.0389, atom 62 (C): -0.2273, atom 63 (C): -0.2015, atom 64 (O): -0.0850, atom 65 (H): 0.0883, atom 66 (H): 0.1239, atom 67 (H): 0.1150, atom 68 (H): 0.1161, atom 69 (H): 0.1026, atom 70 (H): 0.1155, atom 71 (O): -0.0864, atom 72 (C): -0.2048, atom 73 (C): -0.2447, atom 74 (O): -0.0876, atom 75 (H): 0.0773, atom 76 (H): 0.1164, atom 77 (H): 0.1148, atom 78 (H): 0.1152, atom 79 (H): 0.1084, atom 80 (H): 0.0174, atom 81 (O): -0.1024, atom 82 (C): -0.1693, atom 83 (C): -0.2115, atom 84 (O): -0.0666, atom 85 (H): 0.0156, atom 86 (H): 0.1223, atom 87 (H): 0.0918, atom 88 (H): 0.1003, atom 89 (H): 0.1058, atom 90 (H): 0.0366